No. 1
Formula: C23H27BeN5OS3
Source: OMol25
Level of theory: ωB97M-V with the def2-TZVPD basis set

Computed properties:
- Energy relative to the best compared isomer or geometry (same formula, charge and spin): 234.27 kJ/mol
- DFT total energy: -66693.1130 eV
- Orbital gap: 0.2101 Eh

CARTESIAN COORDINATES (ANGSTROEM)
Be 2.8547 -1.1498 2.1614
C 6.2036 -0.9446 -0.2477
C 5.2330 -0.6659 0.9173
S 4.5394 -2.0895 1.7315
C 4.7299 0.6414 1.2294
C 5.4579 1.8160 0.6156
S 3.3700 0.8749 2.2168
H 5.8678 -0.5439 -1.1981
H 6.3996 -2.0271 -0.2680
H 7.1577 -0.4186 -0.1279
H 4.8692 2.2184 -0.2286
H 6.3444 1.2822 0.2123
H 5.8266 2.5996 1.2687
C -3.7770 4.2486 -0.5782
C -2.3780 3.9086 -0.7465
C -1.8662 3.3538 -1.9281
C -0.5172 3.5625 -2.1547
C 0.3534 4.0865 -1.1936
C -0.0970 4.4660 0.0420
C -1.4604 4.4212 0.2459
S 2.0897 4.1849 -1.5286
C 1.9066 5.6476 -2.6656
O 2.4489 3.0655 -2.4611
H -4.0103 4.3543 0.5475
H -4.4445 3.4460 -0.8812
H -4.0291 5.1221 -1.1796
H -2.4748 2.6574 -2.5902
H -0.0261 3.2456 -3.0830
H 0.4754 4.9412 0.8696
H -1.9548 4.7456 1.1568
H 2.8267 6.2487 -2.7163
H 1.1837 6.2827 -2.0712
H 1.4805 5.4147 -3.6507
C -0.0831 -0.1008 2.3218
C 0.1508 -1.4077 1.8075
N 1.3622 -2.0067 1.9089
C 1.2020 -3.2793 1.4124
C -0.0501 -3.5084 0.9872
N -0.7107 -2.2854 1.2750
C -2.0953 -1.8982 0.8740
N -2.7455 -2.8024 -0.1084
N -3.4350 -2.1505 -1.1235
N -4.2067 -3.0189 -1.7809
C -4.1897 -4.2111 -1.0960
C -4.9495 -5.3461 -1.2871
C -4.6272 -6.3707 -0.3921
C -3.6342 -6.2539 0.6415
C -2.9159 -5.0845 0.8731
C -3.2299 -4.0638 -0.0291
H 0.7697 0.2028 2.9681
H -0.9414 -0.1080 3.0234
H -0.2423 0.6786 1.5728
H 2.0431 -3.9562 1.2882
H -0.4601 -4.3454 0.4577
H -2.1259 -1.0106 0.2502
H -2.6602 -1.8752 1.8255
H -5.7079 -5.4914 -2.0755
H -5.2949 -7.2229 -0.3711
H -3.5900 -7.0768 1.3713
H -2.2156 -5.0037 1.6890


No. 2
Formula: C34H44ClN5O2RuSSeSi
Source: OMol25
Level of theory: ωB97M-V with the def2-TZVPD basis set

Computed properties:
- 2S+1: 2
- Energy relative to the best compared isomer or geometry (same formula, charge and spin): 123.66 kJ/mol
- Net charge: +1
- DFT total energy: -146680.8446 eV
- Orbital gap (alpha / beta): 0.2641 / 0.2253 Eh

CARTESIAN COORDINATES (ANGSTROEM)
Ru 0.9986 -0.8135 -1.1962
C 6.3563 -1.2677 3.4871
Si 5.7328 -1.2086 1.7264
C 6.2014 -2.7706 0.8292
C 6.3713 0.3455 0.9076
C 3.8314 -1.0518 1.8350
C 3.1753 -1.0257 3.0662
C 1.7996 -0.8448 3.1382
C 1.0877 -0.6958 1.9621
N 1.6856 -0.7348 0.7737
C 3.0112 -0.9069 0.7095
S 3.5547 -0.9690 -0.9470
H 7.4499 -1.2843 3.4780
H 6.0213 -2.1658 4.0130
H 6.0486 -0.3918 4.0646
H 7.2898 -2.8248 0.7325
H 5.7646 -2.8213 -0.1693
H 5.8699 -3.6508 1.3854
H 7.4650 0.3510 0.9178
H 6.0285 1.2356 1.4417
H 6.0467 0.4237 -0.1315
H 3.7455 -1.1473 3.9798
H 1.2820 -0.8142 4.0874
H 0.0191 -0.5232 1.9597
N 0.8615 -0.8341 -3.3544
C 0.7068 0.5404 -3.7922
C 0.4523 0.8689 -5.0878
C 0.3761 2.2222 -5.4822
C 0.5787 3.2172 -4.5744
C 0.8361 2.9085 -3.2197
C 1.0778 3.8890 -2.2337
C 1.3007 3.4913 -0.9540
C 1.2491 2.1234 -0.6308
N 1.0316 1.1842 -1.5122
C 0.8679 1.5539 -2.8216
H 1.7899 -1.1693 -3.5925
H 0.1994 -1.4423 -3.8245
H 0.3187 0.0761 -5.8148
H 0.1756 2.4709 -6.5158
H 0.5432 4.2562 -4.8799
H 1.0938 4.9378 -2.5056
H 1.5046 4.2174 -0.1786
H 1.3824 1.7827 0.3867
C -4.4695 1.2443 -2.8630
C -4.6294 1.9835 -1.5351
C -3.4635 2.9145 -1.2130
C -2.1289 2.2063 -0.9734
N -2.1688 1.3068 0.1806
C -2.1090 -0.0426 0.1526
Se -1.6726 -1.1064 -1.3157
N -2.3471 -0.4984 1.4011
C -2.3694 -1.9037 1.8152
C -3.7105 -2.3579 2.3877
C -4.8101 -2.5711 1.3442
C -5.3624 -1.2781 0.7393
C -2.4771 0.5841 2.2685
C -2.6029 0.6520 3.6502
C -2.6058 1.9135 4.2207
C -2.4873 3.0679 3.4388
C -2.3613 2.9966 2.0623
C -2.3575 1.7302 1.4940
H -5.3947 0.7325 -3.1307
H -3.6807 0.4929 -2.8164
H -4.2292 1.9451 -3.6677
H -4.7609 1.2645 -0.7220
H -5.5403 2.5840 -1.5675
H -3.7151 3.5167 -0.3367
H -3.3121 3.6046 -2.0480
H -1.3467 2.9473 -0.8010
H -1.8471 1.6072 -1.8360
H -1.5751 -2.0487 2.5514
H -2.1245 -2.4966 0.9369
H -4.0638 -1.6454 3.1382
H -3.5205 -3.3014 2.9031
H -5.6245 -3.1160 1.8248
H -4.4275 -3.2103 0.5427
H -5.5719 -0.5399 1.5188
H -6.2917 -1.4699 0.2021
H -4.6588 -0.8432 0.0284
H -2.6788 -0.2380 4.2609
H -2.7010 2.0094 5.2941
H -2.4841 4.0361 3.9216
H -2.2611 3.8908 1.4605
Cl 1.1691 -5.1738 -3.2172
C 1.7527 -5.0954 -1.5303
C 2.0102 -3.6390 -1.1726
O 3.2041 -3.3068 -0.9881
O 0.9812 -2.9106 -1.1141
H 2.6675 -5.6705 -1.4606
H 0.9751 -5.5047 -0.8927


No. 3
Formula: C18H50BaO16
Source: OMol25
Level of theory: ωB97M-V with the def2-TZVPD basis set

Computed properties:
- Energy relative to the best compared isomer or geometry (same formula, charge and spin): 0.00 kJ/mol
- DFT total energy: -52927.8205 eV
- Orbital gap: 0.2359 Eh

CARTESIAN COORDINATES (ANGSTROEM)
Ba 3.6656 1.2956 -2.1548
C 0.7129 -0.4594 1.1866
C -0.7019 -0.7040 1.2743
C -1.5021 -0.6551 0.0068
O -2.6699 -1.0544 0.0067
C -0.9056 -0.1273 -1.1592
C 0.4264 0.1935 -1.1908
C 1.2994 -0.1416 0.0171
O 2.5808 0.0736 -0.1037
O 0.9571 0.8226 -2.1801
O -1.2414 -0.9117 2.3215
H 1.3680 -0.5261 2.0456
H -1.4090 -0.1654 -2.1170
C -5.3052 -1.7573 2.2981
O -3.9392 -1.8971 2.6701
H -5.6253 -2.6083 1.6668
H -5.9675 -1.6992 3.1613
H -5.4659 -0.8626 1.6742
H -3.3960 -1.4961 1.9684
C -1.1562 3.2407 0.3016
O -2.2367 3.9452 -0.3133
H -0.5867 3.8999 0.9520
H -1.4894 2.3802 0.8911
H -0.4492 2.8452 -0.4728
H -2.9569 3.3303 -0.5664
C 4.7014 1.4857 1.6395
O 5.0270 1.8540 0.3090
H 4.5360 2.3669 2.2719
H 3.7500 0.9669 1.6650
H 5.4812 0.8721 2.0873
H 5.7014 2.5384 0.3914
C -4.0309 -2.3449 -3.0693
O -2.7678 -2.7316 -2.5368
H -4.7919 -2.2471 -2.2871
H -3.9548 -1.4080 -3.6431
H -4.3855 -3.1139 -3.7586
H -2.5978 -2.1479 -1.7790
C -0.3671 0.0019 -5.0934
O -0.2628 1.2747 -4.5213
H 0.4571 -0.6417 -4.7593
H -1.3063 -0.5076 -4.8636
H -0.2992 0.1106 -6.1755
H -0.0167 1.1754 -3.5622
C 3.3991 -3.0873 0.5667
O 4.1436 -1.9146 0.8839
H 3.7819 -3.5558 -0.3462
H 3.4019 -3.7441 1.4260
H 2.3654 -2.8296 0.3163
H 3.5399 -1.1480 0.6905
C 2.7583 2.9417 -5.6232
O 2.3647 2.1285 -4.4998
H 3.2571 2.3446 -6.4046
H 1.9228 3.4316 -6.1267
H 3.4758 3.7223 -5.3463
H 1.3737 1.9508 -4.6085
C -3.3262 0.7161 4.7018
O -3.2996 -0.3468 5.6775
H -2.5646 0.4680 3.9638
H -4.2967 0.8369 4.2247
H -2.9421 1.6434 5.1536
H -3.9534 -0.1282 6.3499
C 0.9925 2.3521 3.7013
O -0.3432 2.1027 3.3232
H 1.7177 2.0808 2.9124
H 1.1120 3.3975 3.9792
H 1.2870 1.7558 4.5839
H -0.4123 1.2066 2.9595
C -5.5041 2.1358 -1.1807
O -4.1082 1.9094 -0.9217
H -5.7990 3.0805 -0.7077
H -5.7036 2.2859 -2.2557
H -6.1586 1.3385 -0.8235
H -3.9521 0.9548 -0.7926
C 1.0459 -4.1005 3.0772
O 0.6345 -3.6235 4.3334
H 0.3555 -4.8477 2.7013
H 1.1011 -3.2593 2.3822
H 2.0311 -4.5738 3.1713
H 1.4183 -3.2754 4.7630
C 6.2377 -1.5605 -2.0728
O 5.3175 -0.7337 -1.3167
H 6.0524 -2.6055 -1.8200
H 5.9605 -1.4992 -3.1310
H 7.2660 -1.2448 -1.9328
H 5.1704 -1.1714 -0.4312


No. 4
Formula: C3H4BrNO
Source: OMol25
Level of theory: ωB97M-V with the def2-TZVPD basis set

Computed properties:
- Energy relative to the best compared isomer or geometry (same formula, charge and spin): 234.11 kJ/mol
- DFT total energy: -76753.0936 eV
- Orbital gap: 0.3442 Eh

CARTESIAN COORDINATES (ANGSTROEM)
C -0.0018 0.7746 -0.7575
C 0.7121 -0.3264 -1.1033
C -0.4261 0.4405 0.6732
N 0.3697 -0.7318 1.0358
O 1.0722 -1.2270 -0.1327
Br -2.4497 0.0876 0.9235
H -0.2544 1.6534 -1.3504
H 1.2574 -0.5816 -1.9913
H -0.1243 1.3720 1.2369
H -0.1550 -1.4612 1.4658


No. 5
Formula: C2H2O3S
Source: OMol25
Level of theory: ωB97M-V with the def2-TZVPD basis set

Computed properties:
- Energy relative to the best compared isomer or geometry (same formula, charge and spin): 234.57 kJ/mol
- DFT total energy: -19082.0136 eV
- Orbital gap: 0.3256 Eh

CARTESIAN COORDINATES (ANGSTROEM)
C 0.6249 0.1737 -1.2536
C 0.2300 0.1798 -0.0100
O 0.9856 -2.6978 -1.2350
O 1.0522 0.1928 -2.3759
O -1.0665 -1.7114 -2.2298
S 0.2695 -2.2521 -2.4681
H 1.0265 0.1389 0.7681
H -0.9338 0.2260 0.1855


No. 6
Formula: C43H60AsN5PdSSi3
Source: OMol25
Level of theory: ωB97M-V with the def2-TZVPD basis set

Computed properties:
- Energy relative to the best compared isomer or geometry (same formula, charge and spin): 54.63 kJ/mol
- Net charge: +2
- DFT total energy: -151791.5522 eV
- Orbital gap (alpha / beta): 0.2504 / 0.2504 Eh

CARTESIAN COORDINATES (ANGSTROEM)
Pd 0.1209 0.1157 0.3554
C 6.0703 -0.1589 2.0656
C 6.3888 1.2490 1.6507
C 7.3935 1.9811 2.2743
C 7.6743 3.2861 1.8979
C 6.9616 3.8885 0.8720
C 5.9690 3.1719 0.2213
C 5.6812 1.8716 0.6188
N 4.6340 1.1494 -0.0434
C 3.3133 1.2643 0.2621
N 3.0272 2.3645 1.0509
C 1.9333 2.5525 1.8865
C 0.6065 2.5326 1.4486
C -0.4893 2.6963 2.3067
C -0.2413 2.9480 3.6360
C 1.0751 3.0418 4.0806
C 2.1618 2.8507 3.2423
C 3.5683 2.9423 3.7630
N 2.3994 0.4593 -0.1778
C 2.8818 -0.6553 -0.9352
C 3.4394 -1.7524 -0.2816
C 3.8978 -2.8406 -1.0061
C 3.7919 -2.8392 -2.3903
C 3.2292 -1.7496 -3.0367
C 2.7714 -0.6431 -2.3265
C 2.1873 0.5425 -3.0342
H 6.6217 -0.4323 2.9628
H 6.3342 -0.8760 1.2846
H 5.0030 -0.2848 2.2686
H 7.9623 1.5189 3.0712
H 8.4600 3.8310 2.4033
H 7.1902 4.8994 0.5648
H 5.4206 3.6025 -0.6072
H 4.8814 0.2894 -0.5135
H 3.8742 2.7966 1.4008
H -1.4926 2.6454 1.9057
H -1.0615 3.0921 4.3246
H 1.2647 3.2610 5.1237
H 3.5697 3.1619 4.8275
H 4.1361 3.7359 3.2678
H 4.1144 2.0088 3.6081
H 3.4988 -1.7484 0.8013
H 4.3315 -3.6865 -0.4891
H 4.1464 -3.6832 -2.9664
H 3.1484 -1.7488 -4.1170
H 1.8646 0.2766 -4.0406
H 2.9092 1.3591 -3.1187
H 1.3300 0.9297 -2.4788
S 1.1886 -3.8896 1.7218
C 1.4892 -2.7543 2.9642
C 1.1760 -1.4715 2.6088
C 0.6701 -1.4404 1.2867
C 0.6192 -2.6569 0.6719
C 0.2303 -2.7100 -0.7223
C 0.2898 -3.8250 -1.5457
C -0.0513 -3.6883 -2.8806
C -0.4408 -2.4488 -3.3616
C -0.4907 -1.3875 -2.4759
N -0.1740 -1.5054 -1.1922
H 1.8674 -3.0952 3.9148
H 1.2895 -0.6155 3.2598
H 0.6127 -4.7783 -1.1502
H -0.0076 -4.5430 -3.5421
H -0.7062 -2.3050 -4.3994
H -0.8032 -0.4029 -2.8021
C -3.4975 4.3973 0.4206
Si -4.4262 2.9359 -0.3423
C -4.7235 3.2667 -2.1775
C -6.0861 2.7519 0.5009
As -3.0440 1.0153 -0.1715
Si -3.7109 0.2116 1.9727
C -3.8026 1.6799 3.1515
C -5.3326 -0.7136 1.8681
C -2.3821 -0.9440 2.6080
Si -4.1091 -0.4793 -1.7005
C -3.4804 -0.1350 -3.4523
C -3.6828 -2.2288 -1.1439
C -5.9657 -0.2585 -1.7253
H -3.6383 5.2822 -0.2044
H -2.4222 4.2538 0.5411
H -3.9012 4.6437 1.4045
H -4.5857 4.3279 -2.3967
H -5.7564 3.0227 -2.4329
H -4.0871 2.7046 -2.8628
H -6.5946 3.7181 0.4285
H -6.0267 2.4983 1.5590
H -6.7165 2.0145 0.0046
H -4.0463 2.6355 2.6882
H -2.8536 1.7874 3.6803
H -4.5660 1.4839 3.9082
H -6.1558 -0.0906 1.5198
H -5.5989 -1.0842 2.8611
H -5.2454 -1.5799 1.2110
H -1.4251 -0.4242 2.7047
H -2.2339 -1.8174 1.9700
H -2.6525 -1.3004 3.6053
H -2.6396 0.5560 -3.5243
H -4.2915 0.2811 -4.0525
H -3.1703 -1.0676 -3.9280
H -2.8972 -2.2602 -0.3880
H -3.3538 -2.8382 -1.9873
H -4.5708 -2.7062 -0.7255
H -6.2780 0.7219 -2.0848
H -6.4310 -0.4474 -0.7604
H -6.3605 -0.9994 -2.4281
C 0.0551 3.6086 -3.0531
C -0.9783 3.0351 -2.0814
C -0.3778 2.4782 -0.8657
N 0.3039 2.4510 0.0755
H -0.4903 4.0935 -3.8604
H 0.6773 2.8268 -3.4804
H 0.6926 4.3501 -2.5757
H -1.6330 2.2934 -2.5325
H -1.6207 3.8254 -1.6711


No. 7
Formula: C4H5NO
Source: OMol25
Level of theory: ωB97M-V with the def2-TZVPD basis set

Computed properties:
- Energy relative to the best compared isomer or geometry (same formula, charge and spin): 320.13 kJ/mol
- DFT total energy: -7763.2086 eV
- Orbital gap: 0.3823 Eh

CARTESIAN COORDINATES (ANGSTROEM)
C -1.5023 -0.4324 -0.0898
C -0.0859 0.0271 -0.0305
C 0.4892 1.1544 0.4471
O 1.8531 1.0843 0.3031
C 2.1717 -0.0735 -0.3624
N 0.9318 -0.6755 -0.5990
H -1.6339 -1.3804 0.4487
H -1.8176 -0.5988 -1.1278
H -2.1735 0.3074 0.3588
H 0.0845 2.0650 0.8664
H 1.6828 -1.4775 -0.2145


No. 8
Formula: C6H32NO12
Source: OMol25
Level of theory: ωB97M-V with the def2-TZVPD basis set

Computed properties:
- Energy relative to the best compared isomer or geometry (same formula, charge and spin): 549.27 kJ/mol
- Net charge: +1
- DFT total energy: -32791.3618 eV
- Orbital gap: 0.3291 Eh

CARTESIAN COORDINATES (ANGSTROEM)
O 1.8165 1.5232 1.4393
C 1.8452 1.7586 0.2569
C 0.7171 1.9307 -0.8195
C 0.1384 0.6547 -1.2182
C -1.2295 0.7898 -1.8340
C -1.5806 0.7151 -3.1043
C -3.0978 0.2303 -0.4715
N -2.2367 1.1761 -0.8246
H 2.8149 1.8379 -0.3922
H 1.2179 2.5805 -1.5897
H -0.1046 2.6747 -0.4953
H 0.0389 -0.0731 -0.4705
H 0.8866 0.2806 -1.9966
H -1.1435 0.2074 -3.8808
H -2.6143 0.9322 -3.3047
H -3.6825 0.3070 0.4206
H -3.1612 -0.6631 -1.1780
H -2.0084 2.0796 -0.3510
H -0.4552 3.2252 3.2591
H 0.5107 3.8270 2.3870
O -0.1316 4.1331 2.9927
H 4.2416 -2.0903 -2.9551
H 3.2119 -1.7618 -1.7947
O 3.8763 -1.4992 -2.2273
H 3.6363 0.1565 -2.8762
H 4.3944 1.3736 -2.6566
O 3.4646 1.1041 -2.6904
H 1.4865 -1.2174 -4.6410
H 0.4694 -2.0988 -3.7211
O 0.6693 -1.2003 -4.0001
H 1.1550 -0.0909 3.6968
H -0.1433 0.0021 4.4952
O 0.5319 -0.5699 4.1165
H -2.1879 2.3444 2.2721
H -1.9328 3.8601 2.2958
O -2.1478 3.1163 1.7128
H -2.5611 -1.2158 1.6266
H -1.3059 -1.6720 1.2004
O -2.1012 -1.2099 0.8551
H -1.7453 0.2940 3.2632
H -2.0837 0.9770 4.5180
O -1.8144 1.1207 3.6354
H 2.3541 -4.1591 0.6224
H 3.2856 -4.5773 -0.5831
O 2.2989 -4.5642 -0.2945
H -0.5655 -4.1900 -2.1607
H 0.5379 -3.2279 -1.7195
O -0.1119 -3.4134 -2.3285
H -1.0219 -2.0565 3.8712
H -2.5655 -1.8879 4.1476
O -1.8658 -1.7739 3.4952


- The highest DFT total energy belongs to which entry?
  C4H5NO


- Which value of DFT total energy does entry 7 give?
  -7763.2086 eV


- Which value of DFT total energy does entry 6 give?
  -151791.5522 eV